Entry from the OMol25 dataset: a 7-piece molecular cluster, C30H47N3O18S4 overall in a non-equilibrium geometry (the ωB97M-V functional and the def2-TZVPD basis).

Structure (XYZ):
```
102
Properties=species:S:1:pos:R:3:forces:R:3:lowdin_spin:R:1
S 5.571 3.759 -3.940 0.050 -1.822 3.952 0.0000
S 2.736 -4.344 1.105 2.365 2.261 0.065 0.0000
S -1.948 -3.214 -0.343 4.893 0.390 -2.548 0.0005
S -0.353 0.790 -5.215 0.089 -4.506 1.079 0.0000
O 3.939 3.879 -3.754 1.583 -1.598 -1.682 0.0000
O 6.171 5.072 -3.896 -0.581 -0.716 -0.984 0.0000
O -1.893 -0.311 3.276 1.622 3.398 -0.611 0.2303
O 0.576 1.088 -3.850 -1.618 -2.432 -2.434 0.0000
O 1.589 4.471 1.447 -0.034 -1.262 0.702 0.0000
O -2.954 -3.741 0.484 -0.799 -0.082 0.608 0.0008
O -1.222 5.373 2.418 0.796 0.123 -0.182 0.0002
O -0.780 -4.465 -0.543 -2.936 1.427 3.200 0.0003
O -1.866 -2.399 3.942 0.992 -1.151 0.195 0.2242
O 1.331 -4.304 0.819 1.076 -0.834 -0.897 0.0001
O -2.198 -2.683 -1.675 -0.397 -0.340 1.016 0.0001
O 3.088 4.265 -0.020 0.447 -1.503 0.448 0.0000
O 5.975 2.691 -4.832 -1.183 1.866 -0.023 0.0000
O 0.372 -0.146 -6.131 -1.443 2.845 2.520 0.0000
O 3.729 -3.580 0.273 -2.806 -1.624 2.587 0.0000
O 2.754 -3.838 2.661 1.408 0.551 -0.756 0.0000
O -0.938 2.002 -5.657 0.118 0.922 -0.494 0.0000
O -3.066 6.252 3.024 -0.562 -0.746 -0.777 0.0002
N -2.431 -1.395 3.422 -5.346 -2.652 0.041 0.3141
N 2.381 3.764 0.860 -0.633 0.285 -0.823 0.0000
N -2.426 5.406 2.420 0.644 -1.078 -0.146 0.0002
C 1.448 1.577 1.841 -0.598 1.408 1.092 0.0002
C 3.437 4.952 -3.015 -2.223 2.259 -0.628 0.0000
C -1.763 -0.265 -4.406 1.439 0.397 -0.747 0.0000
C -4.426 4.206 1.739 -1.231 0.769 -1.012 0.0000
C -6.685 -1.685 2.542 0.179 -1.010 1.312 0.0651
C 3.408 1.424 0.499 -0.379 1.428 0.260 0.0005
C 1.540 0.224 2.141 1.009 -0.666 -1.342 0.0002
C -0.437 -4.995 -1.762 -2.246 0.485 -1.504 0.0000
C -5.129 3.177 1.144 0.659 -1.561 0.422 0.0004
C 3.494 -5.972 1.320 -1.196 -0.312 0.106 0.0000
C -6.088 -0.498 2.868 -0.122 1.325 -0.056 -0.0001
C -4.569 -2.750 3.169 -0.962 -0.231 -0.446 0.0547
C -2.381 3.127 1.114 1.016 0.427 1.398 0.0003
C -1.698 -5.504 -2.626 2.433 1.285 -0.620 0.0000
C 3.483 0.022 0.641 -1.059 1.646 0.763 0.0000
C -0.782 -2.006 0.523 -1.105 -1.523 0.370 0.0010
C -4.429 2.011 0.761 -1.657 0.659 -0.147 0.0001
C 1.679 -4.164 3.559 -0.454 -1.573 0.799 0.0002
C 2.513 -0.577 1.467 -0.197 1.119 0.829 0.0004
C 2.091 -5.195 4.640 0.009 0.244 -0.422 0.0001
C -4.743 -0.355 3.177 0.541 -0.353 -0.548 0.0564
C 5.816 3.045 -2.231 0.986 1.381 -1.228 0.0000
C -3.937 -1.504 3.281 1.859 0.381 -0.135 0.0350
C 0.390 2.418 -1.811 0.134 -1.255 -1.070 0.0000
C 2.987 6.020 -4.097 1.033 0.023 0.597 0.0000
C -3.062 1.978 0.743 -0.034 0.626 0.025 0.0005
C 2.392 2.233 1.101 1.897 -1.271 -1.477 0.0000
C -5.943 -2.825 2.832 1.275 -0.221 -0.388 -0.0009
C -3.063 4.220 1.689 -0.060 0.021 0.299 0.0007
C 0.735 2.340 -3.325 1.721 3.190 2.016 0.0000
H 0.210 3.183 -3.773 -0.317 -0.509 -0.744 0.0000
H 2.732 7.024 -3.759 0.308 -0.065 0.589 0.0000
H -3.973 -3.651 3.185 0.016 0.003 0.344 0.0043
H 1.223 -3.309 4.059 0.344 0.449 -0.572 0.0000
H 4.146 -6.263 0.497 -0.290 0.311 -0.022 0.0000
H 5.225 3.646 -1.540 -0.297 -0.491 -0.028 0.0000
H 2.603 -6.596 1.390 0.156 -0.460 -0.197 0.0000
H 2.579 -1.627 1.712 -0.032 0.013 -0.102 0.0000
H -4.241 0.602 3.147 -0.141 0.182 0.540 0.0059
H 5.710 1.960 -2.205 -0.317 0.312 -0.077 0.0000
H -2.551 1.060 0.492 0.220 0.137 -0.026 0.0003
H -2.324 -0.691 -5.238 -0.076 0.465 -0.101 0.0000
H 0.012 -4.110 -2.214 0.616 -0.711 -1.289 0.0000
H 1.138 -5.568 5.016 0.096 -0.329 0.036 0.0000
H -7.740 -1.724 2.313 -0.047 -0.091 -0.074 0.0055
H 0.245 -5.813 -1.529 0.132 0.145 -0.282 0.0000
H 0.870 -0.197 2.876 -0.308 -0.162 -0.172 0.0003
H -5.002 1.134 0.498 -0.007 -0.092 -0.105 0.0001
H -1.307 3.028 1.166 0.159 0.548 -0.065 0.0000
H -2.369 0.339 -3.730 0.175 0.170 -0.288 0.0000
H 4.078 5.285 -2.198 0.388 0.336 -0.526 0.0000
H 0.715 2.240 2.277 -0.439 -0.337 0.402 0.0000
H 6.845 3.351 -2.044 0.197 -0.404 0.152 0.0000
H 2.535 4.641 -2.488 0.087 -0.603 -0.113 0.0000
H 3.999 -6.070 2.281 0.082 0.540 -0.196 0.0000
H 4.326 -0.506 0.220 -0.211 -0.210 -0.110 0.0000
H 0.965 1.653 -1.288 -0.377 -0.395 0.026 0.0000
H 0.905 -4.671 2.984 -0.127 0.381 -0.027 0.0002
H 3.861 6.095 -4.744 -0.158 0.317 -0.223 0.0000
H 1.799 2.556 -3.425 0.116 0.214 -0.161 0.0000
H -2.146 -4.676 -3.175 -0.558 0.386 0.994 0.0000
H -6.421 -3.788 2.726 0.175 -0.264 -0.066 -0.0018
H 2.659 -4.880 5.515 0.030 0.631 -0.235 0.0000
H 2.126 5.753 -4.708 0.106 -0.753 0.201 0.0000
H 0.271 -2.019 0.242 -0.397 -0.372 -0.910 0.0000
H 2.682 -5.994 4.191 -0.280 -0.252 -0.044 0.0000
H -1.362 -1.127 -3.873 0.425 0.313 0.092 0.0000
H -6.783 0.326 2.930 0.337 0.710 -0.327 -0.0016
H -0.681 2.215 -1.824 -0.067 0.111 0.952 0.0000
H -0.797 -2.474 1.507 -0.214 0.732 0.527 0.0004
H -4.964 5.080 2.074 0.096 0.012 0.361 0.0000
H 0.682 3.331 -1.292 -0.388 0.390 -0.582 0.0000
H -1.197 -1.000 0.455 -0.211 -0.291 0.308 0.0005
H -1.188 -5.882 -3.512 -0.154 -1.417 0.090 0.0000
H 4.127 2.038 -0.022 0.408 -0.479 -0.361 0.0000
H -2.427 -6.136 -2.120 0.373 -0.066 -0.140 0.0000
H -6.209 3.162 1.139 -0.042 0.129 -0.024 0.0001
```
Positions in Å, forces in eV/Å.

Output
HOMO level (alpha / beta), eV: -2.19 / -5.74
Orbital gap (alpha / beta), eV: 3.38 / 6.93
2S+1: 2
Largest force on an atom, eV Å⁻¹: 5.97
LUMO (alpha / beta), eV: 1.19 / 1.19
Total charge: -1